Entry from OMol25: a 3-piece molecular cluster, C16H31BNO8 overall in a non-equilibrium geometry (wB97M-V/def2-TZVPD).

multiplicity	1
orbital gap	4.5	eV
HOMO energy	-2.133	eV
electronic energy	-35641.2064	eV
largest force on an atom	0.0287	hartree/bohr
energy relative to the best compared isomer or geometry (same formula, charge and spin)	0.000	eV
charge	-1

Last column: Löwdin charge in e.
CARTESIAN COORDINATES (ANGSTROEM)
O 7.99 0.86 -1.61  -0.14
C 1.11 0.82 -0.78  -0.31
C -5.46 -3.09 3.67  -0.08
C -7.21 -0.20 -2.36  -0.16
O -4.83 0.38 0.17  0.13
O -4.48 -3.25 5.89  0.10
H 8.66 -0.63 -0.37  0.11
H -7.11 -2.25 -1.62  0.13
C -5.04 -2.07 2.60  -0.15
H 0.86 0.96 0.27  0.09
O -6.68 -0.86 -0.16  0.00
H 11.06 -0.25 -1.48  0.06
H -3.97 -0.22 2.99  0.12
H 9.88 -1.35 -2.14  0.06
C -5.67 -0.03 -0.56  -0.47
H 6.42 2.79 0.59  0.12
C -7.45 -1.26 -1.30  -0.16
C 7.57 2.11 -1.09  -0.19
H -4.13 -2.42 2.10  0.12
H -3.06 0.80 -1.17  0.04
C -5.77 0.23 -2.05  -0.07
H -5.20 -4.11 3.40  0.12
H -6.52 -3.03 3.90  0.13
H -5.03 -0.39 -2.55  0.13
H 10.03 0.25 -2.85  0.07
H 9.55 0.90 -0.23  0.11
C 6.42 1.97 -0.13  -0.22
C 2.86 2.33 -0.23  -0.24
H -5.79 -1.89 1.84  0.09
C 4.11 1.49 -0.06  -0.17
O -2.61 0.03 -1.55  -0.03
C 9.04 0.22 -0.92  -0.28
H -7.89 0.64 -2.21  0.11
H 7.30 2.72 -1.93  0.13
H 4.36 1.49 1.00  0.11
C -4.68 -2.63 4.89  -0.50
H -5.58 1.27 -2.27  0.13
B -1.24 -0.02 -1.08  -0.74
C -4.73 -0.85 3.44  -0.15
C 10.07 -0.31 -1.92  -0.07
O 1.99 1.87 -1.22  -0.16
H -1.64 -0.85 0.75  0.02
H 2.35 2.34 0.75  0.11
H -5.62 -0.25 3.64  0.13
H -7.35 -0.57 -3.38  0.11
H -8.50 -1.33 -1.01  0.12
O -4.24 -1.37 4.70  0.03
N -0.98 -1.07 0.01  0.08
H 3.91 0.47 -0.37  0.13
H -0.48 1.88 -1.69  0.04
H 1.63 -0.13 -0.87  0.10
H 8.38 2.62 -0.56  0.11
H 6.54 1.01 0.36  0.12
H 3.15 3.35 -0.43  0.12
H -1.30 -1.96 -0.36  0.02
O 5.20 2.00 -0.84  -0.13
C -0.17 0.83 -1.61  -0.07

Entry from OMol25: C16H31BaF3O3P2S as an isolated structure in a non-equilibrium geometry (wB97M-V/def2-TZVPD).

multiplicity	1
orbital gap	6.0	eV
HOMO energy	-6.246	eV
electronic energy	-61495.1184	eV
largest force on an atom	0.0307	hartree/bohr
energy relative to the best compared isomer or geometry (same formula, charge and spin)	0.123	eV
charge	0

Last column: Löwdin charge in e.
CARTESIAN COORDINATES (ANGSTROEM)
H -1.58 3.65 -4.34  0.10
F -0.41 -3.92 6.20  0.08
O -1.06 -4.43 3.58  -0.52
C 0.17 -5.10 5.83  -0.57
C 0.55 0.72 -0.29  -0.43
H -1.33 -2.18 -2.18  0.04
H -0.79 5.14 -2.67  0.12
H 0.32 -2.44 -1.48  0.04
C 1.12 2.79 -2.93  -0.11
H -0.43 1.79 2.47  0.04
H -1.12 0.24 -1.58  0.03
Ba 0.55 -2.54 2.56  1.59
H -1.35 -0.08 -3.65  0.09
H -3.45 -1.29 -0.85  0.05
C -0.94 4.11 -2.31  -0.18
C -0.89 0.24 -0.50  -0.43
P 1.20 0.34 1.40  0.69
H -1.01 -3.55 -1.04  0.05
H 3.13 -2.16 4.43  -0.08
C -1.93 1.89 -3.13  -0.11
H 0.25 3.47 -4.79  0.10
P -1.22 -1.45 0.17  0.69
H 0.79 3.70 -1.05  0.10
H 1.71 2.54 -4.95  0.11
H -2.80 1.56 -2.55  0.11
C 0.66 1.82 2.34  -0.27
O 1.29 -4.89 3.41  -0.54
C 3.01 0.59 1.22  -0.29
H 2.66 -0.40 4.41  -0.11
H 1.76 -1.58 5.46  -0.09
O -0.27 -6.79 3.85  -0.28
H 0.96 2.74 1.81  0.04
H 0.61 1.81 -0.43  0.03
C 2.29 -1.43 4.50  -0.39
H -1.59 0.94 -0.02  0.09
C -0.03 1.31 -4.68  -0.18
C 0.38 3.45 -2.03  -0.14
H -1.48 4.21 -1.35  0.11
F -0.40 -6.09 6.55  0.12
H -0.43 1.40 -5.71  0.12
H 3.49 0.43 2.20  0.04
H -3.35 -2.53 0.47  0.05
C 0.77 2.60 -4.38  -0.20
C -3.04 -1.52 0.15  -0.30
H 1.24 0.27 -1.03  0.09
H 2.13 2.46 -2.67  0.11
C -1.86 3.38 -3.31  -0.19
H 1.13 1.78 3.35  0.05
H 3.20 1.60 0.84  0.05
C -1.13 0.99 -3.72  -0.13
F 1.48 -5.02 6.21  0.10
H 0.67 0.47 -4.71  0.11
S 0.00 -5.37 3.97  0.48
H 3.40 -0.17 0.52  0.04
C -0.76 -2.50 -1.29  -0.28
H -3.43 -0.79 0.89  0.05
H -2.87 3.78 -3.18  0.11

Entry from OMol25: C16H31F3HgP2 as an isolated structure in a non-equilibrium geometry (wB97M-V/def2-TZVPD).

multiplicity	1
orbital gap	5.1	eV
HOMO energy	-4.834	eV
electronic energy	-47992.8901	eV
largest force on an atom	0.0531	hartree/bohr
energy relative to the best compared isomer or geometry (same formula, charge and spin)	0.000	eV
charge	0

Last column: Löwdin charge in e.
CARTESIAN COORDINATES (ANGSTROEM)
H -1.26 2.22 -1.73  0.09
C 1.64 -0.65 -3.52  -0.17
P 0.28 -2.07 1.45  0.72
H -1.27 -1.97 -2.06  0.11
H -2.09 3.01 1.91  0.05
H 1.21 2.21 -2.13  0.11
C 0.04 -1.47 4.44  -0.36
H -0.75 -3.90 0.31  0.03
H 1.24 -2.20 -2.07  0.10
Hg -0.42 0.01 2.94  0.91
H 1.07 3.89 1.04  0.05
H -1.91 1.41 -4.32  0.12
H 2.63 -0.63 -3.03  0.11
H 0.35 1.13 -0.68  -0.01
C -0.63 -1.37 -2.71  -0.12
C -0.91 -3.41 1.29  -0.28
H 0.92 3.54 2.80  0.05
C 0.72 -1.45 -2.67  -0.14
H -2.76 0.85 -2.86  0.11
C 0.53 1.56 -2.69  -0.12
H -2.40 1.65 0.80  0.05
C -1.78 0.87 -3.36  -0.17
H -0.75 -4.14 2.10  0.05
C -1.37 -0.59 -3.76  -0.18
H 2.66 -1.64 1.25  0.04
F 0.50 1.62 5.36  -0.03
H 0.68 -0.96 5.18  -0.03
C 1.21 0.83 -3.81  -0.18
C 0.58 0.62 0.25  -0.42
C -0.71 1.41 4.73  -0.69
H -1.93 -3.02 1.36  0.05
H -2.30 -1.13 -3.99  0.11
H 1.67 0.54 0.35  0.10
H 2.14 -3.04 0.23  0.03
H 0.59 0.85 -4.72  0.10
H -1.63 3.15 0.17  0.03
H 0.57 -2.33 4.00  -0.07
C 2.01 -2.53 1.21  -0.27
H 1.78 -1.13 -4.50  0.12
H 2.15 2.70 1.83  0.06
F -1.20 2.66 4.42  -0.04
H -0.90 -1.78 4.91  -0.04
H -1.17 -0.71 0.02  0.09
C -0.08 -0.78 0.18  -0.45
H 2.14 1.38 -4.04  0.11
H 0.36 -1.29 -0.67  0.00
H -0.79 -0.55 -4.69  0.10
P -0.06 1.84 1.45  0.75
C -0.81 1.57 -2.48  -0.12
H 2.31 -3.22 2.02  0.05
F -1.55 0.88 5.66  -0.01
C 1.13 3.11 1.81  -0.24
C -1.70 2.47 1.03  -0.25

Look up the largest force on an atom of the first one.
0.0287 hartree/bohr

Look up the charge of the third one.
0